--- i ---
Computed, not measured: a single C3H6N2O molecule, with ωB97M-V/def2-TZVPD.

XYZ file:
```
12
C3H6N2O | OMol25 | ωB97M-V/def2-TZVPD
O 1.297 1.448 0.106
N -0.719 -0.545 0.363
N 0.501 -0.758 0.046
C 1.472 0.267 0.120
C -1.477 0.640 0.693
C 2.520 -0.535 0.574
H 2.611 -1.489 0.199
H -2.153 0.383 1.563
H -0.653 1.515 0.735
H 3.161 -0.061 1.292
H -2.241 1.011 -0.042
H -1.217 -1.430 0.492
```

Highest occupied orbital energy (spin up / spin down), eV: -8.183 / -7.913
Lowest unoccupied orbital energy (spin up / spin down), eV: -0.12 / -0.22
Total charge: 0
Orbital gap (spin up / spin down), hartree: 0.29646 / 0.28264

***

--- ii ---
Computed, not measured: a single C3H6N2O molecule, with ωB97M-V/def2-TZVPD.

XYZ file:
```
12
C3H6N2O | OMol25 | ωB97M-V/def2-TZVPD
O -0.426 -0.795 1.736
N 0.745 -0.103 -0.063
N 0.535 -0.203 -1.476
C -0.323 0.088 0.993
C 0.932 -1.324 -0.755
C -1.184 1.263 0.790
H 2.076 -1.531 -0.933
H -0.514 2.084 0.528
H -1.664 1.037 -0.111
H 0.315 -2.164 -0.505
H -1.785 1.420 1.703
H 1.292 0.229 -1.904
```

Highest occupied orbital energy, eV: -9.180
Lowest unoccupied orbital energy, eV: 1.08
SMILES: CC(=O)N1CN1
Total charge: 0
Orbital gap, hartree: 0.37698

***

What are the relative energies? In eV: i 1.206; ii 0.000.

***

--- i ---
Computed, not measured: a single C3H6N2O molecule, with ωB97M-V/def2-TZVPD.

XYZ file:
```
12
C3H6N2O | OMol25 | ωB97M-V/def2-TZVPD
O 2.131 -0.030 0.488
N 0.499 -0.880 -0.959
N -0.860 0.934 -1.704
C -0.637 0.303 0.921
C -0.363 0.182 -0.814
C 1.216 -0.779 0.306
H -1.348 1.086 0.804
H 1.076 -1.022 -1.786
H -1.506 1.654 -1.375
H 0.849 -1.533 1.013
H -1.120 -0.580 1.384
H 0.063 0.664 1.721
```

Highest occupied orbital energy, eV: -10.004
Lowest unoccupied orbital energy, eV: 0.63
SMILES: [H]/N=C(\C)NC=O
Total charge: 0
Orbital gap, hartree: 0.39091

***

--- ii ---
Computed, not measured: a molecular structure, C3H6N2O, with ωB97M-V/def2-TZVPD.

XYZ file:
```
12
C3H6N2O | OMol25 | ωB97M-V/def2-TZVPD
O 1.729 -0.879 -0.456
N -1.230 -0.958 0.076
N -1.319 2.478 -0.421
C 1.439 0.250 0.009
C -0.745 0.158 0.610
C -1.056 1.448 0.040
H -0.226 -1.768 -0.391
H 0.611 -1.680 -0.683
H 1.694 0.485 1.051
H 1.273 1.095 -0.671
H -1.649 -0.767 -0.838
H -0.522 0.137 1.673
```

Highest occupied orbital energy, eV: -9.698
Lowest unoccupied orbital energy, eV: -0.42
Total charge: 0
Orbital gap, hartree: 0.34099

***

What are the relative energies? In eV: i 0.000; ii 2.609.

***

--- i ---
Computed, not measured: a single C6H11NO molecule, with ωB97M-V/def2-TZVPD.

XYZ file:
```
19
C6H11NO | OMol25 | ωB97M-V/def2-TZVPD
O -2.705 -0.497 0.323
N 1.227 0.213 -1.545
C -0.371 0.454 0.276
C -0.732 1.859 -0.147
C -1.505 -0.519 0.564
C 1.374 -1.548 0.091
C 0.498 -0.467 -0.530
C -0.710 0.006 1.683
H -0.479 -1.129 -0.929
H 0.806 -2.231 0.725
H -0.910 1.930 -1.223
H 1.816 -2.198 -0.671
H 0.053 2.567 0.137
H -1.675 2.189 0.300
H -1.226 0.730 2.301
H -0.056 -0.628 2.267
H 1.783 -0.401 -2.133
H 2.178 -1.088 0.676
H 0.635 0.759 -2.163
```

Highest occupied orbital energy, eV: -8.126
Lowest unoccupied orbital energy, eV: 0.09
SMILES: C[C@H](N)[C@]1(C)CC1=O
Total charge: 0
Orbital gap, hartree: 0.30194

***

--- ii ---
Computed, not measured: 2 unconnected molecules or ions with the total composition C6H11NO, with ωB97M-V/def2-TZVPD.

XYZ file:
```
19
C6H11NO | OMol25 | ωB97M-V/def2-TZVPD
O -0.469 -0.849 1.582
N -0.113 2.251 -0.872
C -1.755 2.816 -2.510
C 0.702 -1.584 1.629
C 1.555 -1.492 2.639
C 0.103 1.013 -1.040
C 0.920 -2.441 0.419
C -1.361 2.761 -1.236
H 1.702 -3.176 0.624
H -2.690 3.269 -2.806
H 2.527 -1.962 2.516
H 1.294 -1.866 -0.428
H -1.229 -1.430 1.685
H 1.140 0.693 -1.082
H -1.054 2.528 -3.285
H -2.035 3.059 -0.436
H 1.473 -0.931 3.554
H -0.702 0.279 -1.091
H -0.009 -2.939 0.138
```

Highest occupied orbital energy, eV: -8.816
Lowest unoccupied orbital energy, eV: 0.75
SMILES: C=C(C)O.C=CN=C
Total charge: 0
Orbital gap, hartree: 0.35140

***

--- iii ---
Computed, not measured: 2 unconnected molecules or ions with the total composition C6H11NO, with ωB97M-V/def2-TZVPD.

XYZ file:
```
19
C6H11NO | OMol25 | ωB97M-V/def2-TZVPD
O 0.075 0.326 0.502
N -2.112 1.573 -0.860
C 0.010 -0.908 -0.012
C -0.297 -2.161 0.729
C 0.993 1.236 0.337
C 2.270 0.923 -0.321
C 0.945 -2.079 -0.074
C -3.226 1.710 -0.305
H -3.825 1.072 0.450
H 2.752 0.221 0.408
H -0.248 -2.353 1.762
H -1.505 0.841 -0.524
H 0.693 2.262 0.679
H 2.009 -2.186 0.313
H 1.073 -2.628 -0.965
H -3.641 2.714 -0.512
H 2.967 1.810 -0.554
H 2.096 0.334 -1.241
H -1.031 -2.706 0.186
```

Highest occupied orbital energy (spin up / spin down), eV: -7.737 / -7.162
Lowest unoccupied orbital energy (spin up / spin down), eV: 0.93 / 0.35
Total charge: 0
Orbital gap (spin up / spin down), hartree: 0.31856 / 0.27595

***

--- iv ---
Computed, not measured: a molecular structure, C6H11NO, with ωB97M-V/def2-TZVPD.

XYZ file:
```
19
C6H11NO | OMol25 | ωB97M-V/def2-TZVPD
O -2.173 -1.538 -0.087
N -0.211 -0.441 0.028
C 0.727 0.453 -0.091
C 2.420 -1.368 -0.057
C -1.603 -0.484 0.034
C 2.135 0.189 0.212
C 0.605 1.971 -0.161
C -2.154 0.873 0.154
H 0.000 2.425 -0.966
H 1.485 -1.921 0.560
H 2.981 0.798 0.669
H -1.323 1.809 -0.326
H 1.646 2.503 -0.391
H 3.530 -1.522 0.462
H 0.180 -1.417 -0.360
H 2.636 -1.483 -1.216
H -3.361 0.808 -0.387
H -1.891 1.038 1.308
H 0.209 2.543 0.604
```

Highest occupied orbital energy, eV: -7.777
Lowest unoccupied orbital energy, eV: 0.73
Total charge: 0
Orbital gap, hartree: 0.31249

***

What are the relative energies? In eV: i 1.061; ii 0.000; iii 3.971; iv 3.112.

***

--- i ---
Computed, not measured: 2 unconnected molecules or ions with the total composition C6H11NO, with ωB97M-V/def2-TZVPD.

XYZ file:
```
19
C6H11NO | OMol25 | ωB97M-V/def2-TZVPD
O 2.528 1.365 -0.348
N -1.006 0.878 0.128
C -0.970 -0.456 -0.610
C -0.106 -0.414 -1.870
C 2.402 0.600 0.506
C -0.145 1.406 1.031
C -0.626 -1.649 0.271
C 0.791 0.779 1.800
H 0.942 -0.249 -1.620
H -0.168 2.492 1.068
H 1.336 1.373 2.517
H 0.773 -0.278 1.985
H -0.427 0.378 -2.548
H -1.112 -1.562 1.239
H -0.169 -1.369 -2.394
H -2.019 -0.559 -0.916
H 0.446 -1.753 0.403
H -0.995 -2.558 -0.207
H -1.474 1.574 -0.433
```

Highest occupied orbital energy, eV: -7.349
Lowest unoccupied orbital energy, eV: 0.88
Total charge: 0
Orbital gap, hartree: 0.30234

***

--- ii ---
Computed, not measured: a single C6H11NO molecule, with ωB97M-V/def2-TZVPD.

XYZ file:
```
19
C6H11NO | OMol25 | ωB97M-V/def2-TZVPD
O 4.565 -0.665 -0.052
N -3.280 0.979 0.447
C -0.193 -0.197 0.537
C 0.903 -0.185 -0.252
C 3.338 -0.094 -0.398
C -1.545 -0.645 0.177
C -2.363 0.513 -0.560
C 2.247 -0.397 0.306
H 5.182 0.075 -0.066
H -2.172 -1.062 1.052
H -2.966 -0.214 -1.120
H -1.732 1.230 -0.934
H 0.735 -0.276 -1.310
H -0.028 -0.082 1.629
H 3.455 0.355 -1.355
H 2.436 -0.944 1.292
H -2.948 1.684 1.049
H -1.514 -1.473 -0.529
H -4.118 1.397 0.086
```

Highest occupied orbital energy, eV: -8.077
Lowest unoccupied orbital energy, eV: 0.94
SMILES: NCC/C=C/C=C/O
Total charge: 0
Orbital gap, hartree: 0.33124

***

--- iii ---
Computed, not measured: a single C6H11NO molecule, with ωB97M-V/def2-TZVPD.

XYZ file:
```
19
C6H11NO | OMol25 | ωB97M-V/def2-TZVPD
O 1.435 1.688 1.053
N 0.611 -0.327 0.343
C -0.673 -0.978 0.046
C -0.128 0.631 2.499
C -1.081 -0.486 -1.342
C 0.130 0.278 -1.898
C 0.678 0.754 1.243
C 1.271 -0.106 -0.959
H 1.652 -1.077 -1.273
H 0.023 1.351 -1.951
H -0.219 1.527 3.109
H 0.330 -0.077 -2.914
H -1.946 0.182 -1.335
H -1.414 -1.284 -1.990
H 2.057 0.632 -0.871
H 0.293 -0.162 3.108
H -0.494 -2.050 0.045
H -1.393 -0.763 0.814
H -1.132 0.266 2.273
```

Highest occupied orbital energy, eV: -9.234
Lowest unoccupied orbital energy, eV: 0.95
SMILES: CC(=O)N1CCCC1
Total charge: 0
Orbital gap, hartree: 0.37439

***

What are the relative energies? In eV: i 2.133; ii 3.053; iii 0.000.

***

--- i ---
Computed, not measured: a single C6H11NO molecule, with ωB97M-V/def2-TZVPD.

XYZ file:
```
19
C6H11NO | OMol25 | ωB97M-V/def2-TZVPD
O -2.064 0.386 -0.224
N 0.501 1.194 -1.104
C 2.270 -0.265 0.118
C -0.194 -1.037 -0.318
C 0.805 0.047 -0.195
C -1.333 0.769 0.889
C -0.117 -0.305 0.949
C -1.641 -0.915 -0.698
H 2.249 -0.996 0.922
H -0.891 1.844 0.778
H 0.391 -0.621 1.824
H 0.020 -2.054 -0.404
H 2.599 0.821 0.518
H -2.310 -1.690 -0.304
H -2.001 0.982 1.905
H -0.467 1.258 -1.251
H 0.953 2.157 -0.811
H -1.662 -0.920 -1.826
H 2.892 -0.655 -0.769
```

Highest occupied orbital energy, eV: -8.704
Lowest unoccupied orbital energy, eV: 0.96
SMILES: C[C@@]1(N)[C@@H]2COC[C@@H]21
Total charge: 0
Orbital gap, hartree: 0.35523

***

--- ii ---
Computed, not measured: a single C6H11NO molecule, with ωB97M-V/def2-TZVPD.

XYZ file:
```
19
C6H11NO | OMol25 | ωB97M-V/def2-TZVPD
O -2.250 -0.303 1.514
N -0.275 0.839 1.145
C -0.322 0.784 -0.246
C 2.028 0.149 -0.737
C -1.130 0.351 1.909
C 0.337 -1.641 -0.208
C -0.981 1.667 -0.984
C 0.563 -0.277 -0.861
H 0.843 -2.415 -0.781
H 2.676 -0.545 -1.267
H -0.913 1.651 -2.055
H 0.297 -0.345 -1.918
H -2.795 -0.572 2.262
H 2.322 0.171 0.310
H -0.724 -1.876 -0.180
H -1.598 2.433 -0.542
H 0.722 -1.656 0.809
H -0.968 0.441 2.981
H 2.168 1.145 -1.151
```

Highest occupied orbital energy, eV: -8.530
Lowest unoccupied orbital energy, eV: 0.57
SMILES: C=C(/N=C\O)C(C)C
Total charge: 0
Orbital gap, hartree: 0.33443

***

--- iii ---
Computed, not measured: a single C6H11NO molecule, with ωB97M-V/def2-TZVPD.

XYZ file:
```
19
C6H11NO | OMol25 | ωB97M-V/def2-TZVPD
O 0.352 -1.930 -1.130
N -0.577 0.991 -2.568
C -1.596 0.873 0.714
C 1.496 -0.017 -0.045
C -1.282 -0.067 -0.389
C 0.273 -0.547 -0.727
C -0.541 0.283 -1.522
C 1.548 -0.356 1.434
H 0.296 -2.527 -0.365
H -0.849 1.666 0.810
H 1.369 -1.420 1.611
H -2.055 -0.815 -0.514
H -1.652 0.333 1.664
H -1.491 1.446 -2.648
H -2.568 1.345 0.539
H 0.799 0.210 1.996
H 2.380 -0.442 -0.536
H 2.529 -0.097 1.845
H 1.570 1.070 -0.169
```

Highest occupied orbital energy, eV: -9.267
Lowest unoccupied orbital energy, eV: 0.81
SMILES: [H]/N=C1\[C@H](C)[C@]1(O)CC
Total charge: 0
Orbital gap, hartree: 0.37038

***

What are the relative energies? In eV: i 2.270; ii 0.000; iii 1.436.

***

--- i ---
Computed, not measured: a single C6H11NO molecule, with ωB97M-V/def2-TZVPD.

XYZ file:
```
19
C6H11NO | OMol25 | ωB97M-V/def2-TZVPD
O 1.773 -0.404 -2.429
N 1.026 1.058 -0.885
C -1.382 0.539 1.370
C -0.437 -0.035 0.323
C 1.065 0.259 0.563
C 1.970 0.219 -1.370
C -0.705 -1.520 0.098
C -0.388 0.762 -1.004
H 1.248 1.035 1.309
H 2.998 0.372 -0.991
H -0.680 0.225 -1.909
H -2.414 0.488 1.023
H -1.749 -1.678 -0.167
H 1.670 -0.593 0.867
H -0.953 1.700 -0.983
H -1.151 1.585 1.562
H -0.511 -2.080 1.011
H -1.305 -0.011 2.309
H -0.076 -1.918 -0.695
```

Highest occupied orbital energy, eV: -9.625
Lowest unoccupied orbital energy, eV: 0.75
SMILES: CC1(C)CN(C=O)C1
Total charge: 0
Orbital gap, hartree: 0.38143

***

--- ii ---
Computed, not measured: a single C6H11NO molecule, with ωB97M-V/def2-TZVPD.

XYZ file:
```
19
C6H11NO | OMol25 | ωB97M-V/def2-TZVPD
O 2.669 -0.111 0.968
N 1.636 0.485 -1.081
C -1.301 -0.956 0.590
C 0.086 -0.711 0.304
C 0.533 0.655 -0.177
C -2.728 1.018 0.031
C -2.498 -0.282 0.319
C 2.646 -0.320 -0.327
H 3.595 -0.153 -0.878
H -0.260 1.245 -0.634
H 0.858 1.224 0.710
H 1.986 1.424 -1.308
H 0.626 -0.957 1.236
H -3.383 -0.916 0.389
H -1.452 -1.926 1.057
H -2.037 1.845 0.146
H 2.400 -1.385 -0.610
H -3.716 1.298 -0.290
H 0.340 -1.477 -0.444
```

Highest occupied orbital energy, eV: -6.979
Lowest unoccupied orbital energy, eV: -2.74
Total charge: 0
Orbital gap, hartree: 0.15567

***

--- iii ---
Computed, not measured: a single C6H11NO molecule, with ωB97M-V/def2-TZVPD.

XYZ file:
```
19
C6H11NO | OMol25 | ωB97M-V/def2-TZVPD
O -1.800 -1.065 0.311
N 2.146 -0.459 0.304
C -0.859 1.052 -0.140
C 1.442 -0.022 -0.964
C -2.182 0.328 0.077
C 0.194 -0.123 -0.075
C 1.082 0.011 1.130
C -0.581 -1.365 -0.236
H -0.569 -1.633 -1.272
H -0.639 1.554 -1.113
H -0.168 -2.158 0.415
H -2.898 0.393 -0.831
H 1.305 1.055 1.486
H -2.826 0.736 0.962
H 1.674 0.933 -1.277
H 0.826 -0.528 2.009
H -0.752 1.839 0.579
H 1.701 -0.763 -1.767
H 2.904 0.215 0.403
```

Highest occupied orbital energy, eV: -9.173
Lowest unoccupied orbital energy, eV: 0.86
SMILES: C1CC2(CNC2)CO1
Total charge: 0
Orbital gap, hartree: 0.36888

***

What are the relative energies? In eV: i 0.000; ii 4.025; iii 0.687.